1.
{
  "formula": "C2HN2OP",
  "method": "ωB97M-V/def2-TZVPD",
  "molar_mass_g_mol": 100.02,
  "smiles": "N#CP(O)C#N",
  "de_lowest_kj_mol": 50.5,
  "total_energy_ev": -16404.9812,
  "gap_ha": 0.39265,
  "species": ["N", "C", "P", "O", "C", "N", "H"],
  "coordinates": [[1.72850, 1.07204, -1.65535], [1.07838, 0.50518, -0.93239], [0.32172, -0.85752, -0.07142], [0.12981, -0.28127, 1.60750], [-1.25052, -0.01518, -0.40031], [-2.17369, 0.60139, -0.69672], [0.16580, -1.02464, 2.14869]]
}

***

2.
{
  "formula": "C8H16Cl8",
  "method": "ωB97M-V/def2-TZVPD",
  "molar_mass_g_mol": 395.84,
  "smiles": "ClCCCl.ClCCCl.ClCCCl.ClCCCl",
  "de_lowest_kj_mol": 36.4,
  "total_energy_ev": -108735.6866,
  "gap_ha": 0.40457,
  "species": ["Cl", "C", "C", "Cl", "H", "H", "H", "H", "Cl", "C", "C", "Cl", "H", "H", "H", "H", "Cl", "C", "C", "Cl", "H", "H", "H", "H", "Cl", "C", "C", "Cl", "H", "H", "H", "H"],
  "coordinates": [[-16.77614, -22.07312, -6.45946], [-17.39674, -20.79517, -7.55344], [-16.25438, -20.12315, -8.28503], [-15.32520, -21.26640, -9.26929], [-17.95158, -20.06653, -6.96537], [-18.10168, -21.24050, -8.25087], [-15.59354, -19.56441, -7.62385], [-16.59968, -19.35558, -8.98175], [-14.19145, -14.24758, -12.85776], [-14.34842, -13.53731, -11.21472], [-13.88864, -14.50419, -10.15787], [-12.10854, -14.51401, -10.04034], [-15.38731, -13.22754, -11.11897], [-13.76442, -12.62029, -11.22984], [-14.24668, -15.51547, -10.32486], [-14.26052, -14.20429, -9.17831], [-9.46597, -20.83826, -4.16594], [-9.85943, -19.73367, -2.83365], [-10.10519, -18.33377, -3.36270], [-8.56438, -17.54089, -3.81241], [-9.04011, -19.71562, -2.11572], [-10.70914, -20.10833, -2.26404], [-10.61995, -17.73381, -2.61439], [-10.69528, -18.31979, -4.27419], [-13.47702, -14.89411, -6.46889], [-12.09714, -15.96661, -6.63804], [-12.50673, -17.42200, -6.79568], [-13.49578, -17.68888, -8.26399], [-11.53793, -15.88694, -5.70274], [-11.47148, -15.56796, -7.42966], [-13.09123, -17.79195, -5.96225], [-11.58516, -17.98443, -6.93836]]
}

***

3.
{
  "formula": "C4H5NO",
  "method": "ωB97M-V/def2-TZVPD",
  "molar_mass_g_mol": 83.09,
  "de_lowest_kj_mol": 400.2,
  "total_energy_ev": -7762.3792,
  "gap_ha": 0.32029,
  "species": ["N", "C", "C", "O", "C", "C", "H", "H", "H", "H", "H"],
  "coordinates": [[-1.60541, -0.31518, -0.64530], [-0.28173, -0.01793, -0.13069], [0.08103, -1.15661, 0.51353], [1.33138, -0.92589, 1.02297], [1.69675, 0.34269, 0.67820], [0.73483, 0.97779, -0.04824], [-2.37923, 0.21658, -0.24847], [-1.70151, -0.36450, -1.65889], [-1.32901, -1.40441, -0.06285], [2.67227, 0.66246, 1.01900], [0.78063, 1.98499, -0.43926]]
}

***

4.
{
  "formula": "C21H29F12INO10S",
  "method": "ωB97M-V/def2-TZVPD",
  "molar_mass_g_mol": 842.41,
  "charge": -1,
  "total_energy_ev": -95761.8665,
  "gap_ha": 0.26604,
  "species": ["C", "C", "I", "C", "C", "N", "S", "C", "O", "O", "H", "H", "H", "H", "H", "H", "H", "H", "H", "C", "C", "O", "C", "O", "C", "F", "F", "F", "H", "H", "H", "H", "H", "C", "C", "O", "C", "O", "C", "F", "F", "F", "H", "H", "H", "H", "H", "C", "C", "O", "C", "O", "C", "F", "F", "F", "H", "H", "H", "H", "H", "C", "C", "O", "C", "O", "C", "F", "F", "F", "H", "H", "H", "H", "H"],
  "coordinates": [[2.30824, 3.34177, 0.63633], [2.15681, 2.61354, -0.70091], [0.72448, 3.75372, -1.86114], [3.48105, 2.54495, -1.45064], [3.65267, 1.44989, -2.52807], [4.74627, 0.54364, -2.07945], [4.92224, -0.90647, -2.97245], [2.35120, 0.70236, -2.88095], [1.83528, 1.03106, -3.96024], [1.93384, -0.11524, -2.02909], [2.48811, 4.40553, 0.51383], [3.11585, 2.86256, 1.19349], [1.39904, 3.19467, 1.21947], [1.72190, 1.63932, -0.51162], [4.26889, 2.40002, -0.70668], [3.67311, 3.51389, -1.91010], [3.98456, 1.92579, -3.45533], [5.61899, 1.03935, -2.21505], [5.07440, -0.44946, -4.23621], [0.18947, -1.39042, 0.15680], [-0.72550, -0.97935, -0.96890], [-2.09846, -1.42275, -0.71907], [-2.83175, -0.66569, 0.05553], [-2.53563, 0.35487, 0.60683], [-4.24993, -1.26439, 0.15658], [-4.22326, -2.59448, 0.34433], [-4.94136, -1.02568, -0.96649], [-4.92511, -0.72841, 1.17522], [0.13893, -2.46893, 0.32033], [1.20763, -1.11207, -0.11095], [-0.08546, -0.89847, 1.09265], [-0.42835, -1.45454, -1.89754], [-0.70709, 0.09478, -1.13259], [-2.52950, 0.68435, 4.46634], [-2.18128, -0.23315, 5.61636], [-0.87393, -0.81706, 5.44197], [0.15013, -0.07689, 5.83049], [0.11259, 1.01360, 6.31729], [1.46233, -0.85782, 5.61299], [1.48085, -1.46333, 4.42638], [1.58579, -1.79551, 6.56704], [2.50678, -0.04135, 5.69354], [-2.44775, 0.15776, 3.51532], [-3.54892, 1.05317, 4.57398], [-1.85545, 1.53926, 4.42745], [-2.86503, -1.07826, 5.65850], [-2.22534, 0.28349, 6.57428], [-5.51169, -5.42446, 1.00762], [-6.12133, -4.98547, 2.31814], [-6.36995, -6.11222, 3.18963], [-5.34346, -6.53552, 3.90620], [-4.23464, -6.09404, 3.92246], [-5.79341, -7.70776, 4.80227], [-6.55435, -8.57659, 4.12820], [-6.51082, -7.23896, 5.83419], [-4.74056, -8.35754, 5.28530], [-6.14044, -6.17534, 0.52716], [-5.41335, -4.57316, 0.34216], [-4.52522, -5.86204, 1.15834], [-7.09765, -4.53351, 2.15901], [-5.49307, -4.25746, 2.82875], [3.30679, 4.52641, -7.92627], [3.26574, 3.89064, -6.55406], [4.41230, 4.28224, -5.76816], [4.32879, 5.44543, -5.14912], [3.43181, 6.23306, -5.19535], [5.57968, 5.64380, -4.26931], [6.69759, 5.31419, -4.92984], [5.50040, 4.87734, -3.17668], [5.68362, 6.91422, -3.88609], [4.24287, 4.28542, -8.43186], [2.47775, 4.15864, -8.52970], [3.23137, 5.61172, -7.85901], [3.32503, 2.80751, -6.61828], [2.35386, 4.13984, -6.01558]]
}